Record 1
Formula: C3H6O2
Source: the Open Molecules 2025 dataset
Level of theory: ωB97M-V/def2-TZVPD

Values from the calculation:
* SMILES string: CC(=O)CO
* LUMO energy: 0.848 eV
* energy above the lowest of the compared OMol25 structures with the same formula, charge and spin: 68.5 kJ/mol
* F_max: 0.6 eV/A
* orbital gap: 11.21 eV
* multiplicity: 1

The geometry in XYZ format:
```
11
C3H6O2 ωB97M-V/def2-TZVPD
H -2.187 0.779 -0.109
H 1.014 -1.374 -0.222
C -1.522 -0.087 -0.140
C 1.071 -0.276 -0.338
H 1.022 -0.075 -1.420
H -1.922 -0.836 0.552
H 1.937 0.777 0.973
O 0.009 1.052 1.296
O 2.238 0.242 0.215
C -0.152 0.312 0.343
H -1.508 -0.513 -1.148
```

Record 2
Formula: C5H16N3
Source: the Open Molecules 2025 dataset
Level of theory: ωB97M-V/def2-TZVPD

Values from the calculation:
* LUMO energy: -2.467 eV
* energy above the lowest of the compared OMol25 structures with the same formula, charge and spin: 431.2 kJ/mol
* F_max: 3.6 eV/A
* orbital gap: 8.08 eV
* multiplicity: 1
* charge: +1

The geometry in XYZ format:
```
24
C5H16N3 ωB97M-V/def2-TZVPD
C -1.317 1.731 0.561
C -0.296 0.011 -0.910
H 2.025 -1.727 0.559
N 0.820 -2.329 2.076
H -1.166 -1.977 -0.915
H -1.698 2.609 0.212
H 0.821 -1.033 -2.406
H 0.108 3.146 -0.594
H -0.164 -2.499 2.144
H 1.559 2.235 -0.870
C 0.518 2.252 -1.041
C 1.170 -1.301 0.958
H 1.245 -3.236 1.714
N -0.366 1.216 -0.458
H -2.050 1.049 0.606
H 1.409 0.480 -1.886
H -1.848 -0.590 0.289
H 1.584 -0.462 1.521
C -1.440 -0.947 -0.698
H 1.205 -2.103 2.943
H 0.151 2.438 -2.052
H -0.821 1.915 1.493
N 0.691 -0.288 -1.745
H -2.137 -0.590 -1.501
```

Record 3
Formula: C27H22F2InN6
Source: the Open Molecules 2025 dataset
Level of theory: ωB97M-V/def2-TZVPD

Values from the calculation:
* LUMO energy: -2.575 eV
* energy above the lowest of the compared OMol25 structures with the same formula, charge and spin: 0.0 kJ/mol
* F_max: 5.1 eV/A
* orbital gap: 6.81 eV
* multiplicity: 1
* charge: +1

The geometry in XYZ format:
```
58
C27H22F2InN6 ωB97M-V/def2-TZVPD
C -1.663 -2.438 3.739
C -2.236 -3.429 -2.763
C 1.104 0.988 2.250
C -1.714 2.319 0.945
C 5.472 -0.092 1.719
H -0.553 -0.515 -2.864
H -0.236 2.481 2.977
C -0.244 1.428 2.673
F -2.926 -4.624 1.174
H -1.465 3.255 1.458
In -0.330 -0.130 0.228
H 6.545 -0.148 1.891
N 2.250 1.318 2.928
N -1.112 -1.483 -1.131
H -0.096 3.643 -5.751
C 0.207 1.156 -3.436
H -1.169 4.814 -3.824
H -1.536 -2.217 -4.406
H 3.093 -1.268 -0.443
C -1.061 -1.394 -2.479
C 3.538 -0.736 0.390
C -0.185 3.138 -4.791
H 5.109 1.204 3.422
C 2.725 0.016 1.249
C 4.676 0.669 2.584
C 4.916 -0.783 0.638
H -2.810 2.275 0.914
C -1.736 -2.564 0.915
C 0.307 1.836 -4.656
N 1.367 0.201 1.234
C -2.281 -3.507 3.112
C 3.307 0.697 2.312
H 2.306 1.899 3.750
F -1.631 -2.382 5.076
C -0.874 3.101 -2.514
H 0.582 0.146 -3.316
N -0.632 1.355 -1.077
H 0.773 1.342 -5.504
H -0.596 -0.589 3.486
C -2.313 -3.562 1.717
H 5.556 -1.365 -0.019
C -1.122 -1.501 1.604
C -1.732 -2.556 -0.567
C -0.399 1.805 -2.351
C -1.225 2.345 -0.453
H -2.737 -4.296 3.700
H 1.036 -0.130 -0.957
C -2.301 -3.543 -1.372
N -1.231 1.129 1.638
C -0.788 3.804 -3.718
H -2.678 -4.195 -3.393
C -1.603 -2.334 -3.331
H -2.048 0.675 2.108
H -1.825 4.300 -1.041
H -0.511 0.858 3.572
C -1.079 -1.427 2.996
H -2.802 -4.409 -0.957
N -1.387 3.425 -1.284
```